A 3-piece molecular cluster, C3H11NO3 overall. Source: OMol25; level of theory: ωB97M-V/def2-TZVPD.

Results
Orbital gap = 10.35 eV
E_HOMO = -9.635 eV
SMILES = CN(C)C=O.O.O
F_max = 0.0561 Eh/bohr
Spin multiplicity = 1
DFT total energy = -401.32702 Eh

Cartesian coordinates (Å):
C  1.327757  0.062178  1.662015
N  0.786020  0.654209  0.426988
C  0.555237  2.138434  0.443555
C  0.869205  0.072000  -0.785603
O  1.432954  -1.012399  -0.962875
H  0.486124  -0.334514  2.250336
H  1.769540  0.869658  2.275890
H  2.061794  -0.722412  1.512838
H  1.481736  2.593013  0.744130
H  -0.345722  2.221253  1.044347
H  0.327610  2.402791  -0.591588
H  0.295999  0.545725  -1.587571
O  -2.861879  -0.804321  -1.263115
H  -2.135789  -1.196486  -1.755089
H  -3.656079  -1.095733  -1.735767
O  -0.825595  -2.235373  -0.366515
H  -1.586251  -2.413219  -0.896044
H  0.017339  -1.744803  -0.415932

Forces on atoms 1 to 3 (eV/Å):
C -0.6 0.6 0.3
N 0.7 1.3 -0.6
C -0.8 -2.5 -0.7


A 3-piece molecular cluster, C2H9NO overall. Source: OMol25; level of theory: ωB97M-V/def2-TZVPD.

Results
Orbital gap = 10.76 eV
E_HOMO = -9.715 eV
SMILES = [H][H].C1CO1.N
F_max = 0.0681 Eh/bohr
Spin multiplicity = 1
DFT total energy = -211.43736 Eh

Cartesian coordinates (Å):
H  -2.364236  0.100460  -5.438094
H  -2.176861  0.816704  -5.527787
C  1.238534  -0.816274  1.610695
C  1.435207  -0.676144  0.144319
O  0.181858  -1.089488  0.689295
H  1.806698  -0.148086  2.257392
H  1.546244  -1.804093  1.959230
H  1.237973  0.241837  -0.402202
H  2.296545  -1.211973  -0.260790
N  -1.197102  1.420299  1.252150
H  -1.995414  1.389216  1.871692
H  -1.482559  1.080491  0.338905
H  -0.526881  0.697048  1.505199

Forces on atoms 1 to 3 (eV/Å):
H 0.0 0.2 0.0
H 0.0 -0.2 0.0
C 2.7 -2.0 -1.0


A 2-piece molecular cluster, C30H25N5O4 overall. Source: OMol25; level of theory: ωB97M-V/def2-TZVPD.

Results
Orbital gap = 5.19 eV
E_HOMO = -7.881 eV
SMILES = c1ccc(C(c2ccccc2)(c2ccccc2)[C@H]2CCCN2)cc1.N#Cc1cc([N+](=O)[O-])cc2c1no[n+]2[O-]
F_max = 0.0705 Eh/bohr
Spin multiplicity = 1
DFT total energy = -1732.63017 Eh

Cartesian coordinates (Å):
C  2.778392  5.454542  -1.371584
C  3.318006  4.660518  -0.359597
C  2.804417  3.377853  -0.117251
C  1.788667  2.858574  -0.928480
C  1.231646  1.437258  -0.764025
C  2.066822  0.621431  0.242353
C  1.533251  0.145719  1.442865
C  2.311575  -0.662369  2.284575
C  3.637719  -0.947578  1.958325
C  4.182911  -0.461698  0.763363
C  3.411166  0.358884  -0.063903
C  -0.261874  1.455434  -0.403451
C  -0.904548  2.586631  0.124154
C  -2.243039  2.513321  0.540476
C  -2.926734  1.294974  0.512531
C  -2.298754  0.171571  -0.032625
C  -0.998558  0.271558  -0.533388
C  1.308434  0.679133  -2.122662
C  2.377233  1.112159  -3.154527
C  2.645256  -0.172868  -3.952037
C  2.136170  -1.353546  -3.095668
N  1.451104  -0.721530  -2.004425
C  1.212362  3.687264  -1.905724
C  1.711656  4.973583  -2.138631
H  3.173726  6.455683  -1.553280
H  4.130883  5.036284  0.266060
H  3.198143  2.795811  0.720379
H  0.510597  0.406826  1.721062
H  1.864555  -1.044662  3.203349
H  4.257862  -1.536450  2.634988
H  5.212062  -0.694037  0.471645
H  3.872030  0.812154  -0.946466
H  -0.355539  3.525542  0.233434
H  -2.734227  3.412586  0.919100
H  -3.937959  1.206223  0.912435
H  -2.796296  -0.797027  -0.059311
H  -0.554466  -0.596978  -1.020005
H  0.357254  0.841517  -2.675019
H  1.963259  1.917265  -3.775201
H  3.276740  1.506462  -2.663784
H  2.092402  -0.101016  -4.895873
H  3.707847  -0.281113  -4.186852
H  1.435145  -1.996211  -3.653560
H  2.975862  -1.995422  -2.764906
H  1.210466  -1.266688  -1.182806
H  0.353474  3.330989  -2.484567
H  1.257312  5.596651  -2.913291
N  -5.472036  -7.318355  2.714149
C  -4.955383  -6.274881  2.602173
C  -4.358977  -4.978281  2.461377
C  -2.987054  -4.692689  2.381746
C  -2.509611  -3.360641  2.171524
N  -1.108643  -3.091224  2.201585
O  -0.311547  -4.015763  2.469683
O  -0.729405  -1.907376  1.981366
C  -3.411283  -2.303668  1.950296
C  -4.759581  -2.575339  2.127847
C  -5.268234  -3.868188  2.375655
N  -6.616767  -3.916284  2.510329
O  -7.004643  -2.568181  2.403767
N  -5.868548  -1.717340  2.164103
O  -6.004454  -0.508704  2.075710
H  -2.257517  -5.496935  2.436591
H  -3.120752  -1.281341  1.743895

Forces on atoms 1 to 3 (eV/Å):
C 0.0 -0.1 0.0
C -0.3 -0.1 0.0
C 0.0 0.2 -0.2


C16H25ClOPtS as an isolated structure. Source: OMol25; level of theory: ωB97M-V/def2-TZVPD.

Results
Orbital gap (spin up / spin down) = 8.87 / 4.28 eV
E_HOMO (spin up / spin down) = -14.671 / -15.123 eV
F_max = 0.0598 Eh/bohr
Spin multiplicity = 5
Net charge = +2
DFT total energy = -1676.76248 Eh
<S²> = 6.020

Cartesian coordinates (Å):
C  -0.038559  0.027720  -4.113025
C  1.338043  0.587068  -4.480454
C  -0.262414  -1.281656  -4.857689
C  -1.136326  1.017693  -4.507057
Cl  -0.116012  -0.314791  -2.404781
H  -0.224006  -1.107771  -5.934526
H  -1.235853  -1.695158  -4.599390
H  0.495714  -2.013710  -4.584863
H  1.374039  0.753989  -5.564046
H  2.128971  -0.114471  -4.202365
H  1.518792  1.532842  -3.968188
H  -1.097388  1.187085  -5.590062
H  -0.996318  1.966468  -3.987017
H  -2.116175  0.609305  -4.245271
C  1.402538  -1.702830  3.364671
C  0.790071  -2.857142  2.687669
C  1.056009  -2.710603  1.267399
H  0.276972  -3.650884  3.205088
C  1.914385  -1.582076  1.084804
C  2.171990  -0.985278  2.359290
H  2.920610  -0.232044  2.556704
H  1.294406  -1.453264  4.418434
H  0.717218  -3.390957  0.473214
H  2.352496  -1.270357  0.132245
C  -2.054482  0.013742  2.742221
C  -2.099999  -1.385473  3.278703
C  -2.509107  -2.233242  2.178701
H  -1.987913  -1.626587  4.335264
C  -2.737919  -1.459340  1.035739
C  -2.412789  -0.093312  1.323436
H  -2.576369  0.754740  0.675592
H  -1.924574  0.916329  3.330744
H  -2.728847  -3.296641  2.309638
H  -3.148885  -1.801577  0.091704
Pt  -0.247152  -0.931304  2.304158
C  0.733986  3.867268  0.739264
S  1.287337  2.242117  1.226959
C  1.443153  2.429464  3.001083
O  0.067495  1.364460  1.007246
H  1.517066  4.588488  0.987790
H  -0.209327  4.079279  1.251358
H  0.580984  3.830999  -0.345643
H  1.022187  1.556915  3.517633
H  2.520470  2.511031  3.198801
H  0.935502  3.353479  3.298836

Forces on atoms 1 to 3 (eV/Å):
C 0.2 0.3 -2.5
C -0.1 0.0 0.2
C -0.1 -0.2 0.1


An isolated molecule of C8H9PS2. Source: OMol25; level of theory: ωB97M-V/def2-TZVPD.

Results
Orbital gap (spin up / spin down) = 5.31 / 4.36 eV
E_HOMO (spin up / spin down) = -7.746 / -7.313 eV
F_max = 0.2169 Eh/bohr
Spin multiplicity = 1
DFT total energy = -1447.80631 Eh

Cartesian coordinates (Å):
C  -2.369481  0.779707  0.116163
C  -2.509982  0.370517  -1.189487
C  -1.294015  0.399561  0.822082
C  -1.482016  -0.271781  -1.861820
C  -0.188288  -0.128941  0.229158
C  -0.238251  -0.276491  -1.162762
C  1.044354  -0.392295  1.097723
C  2.265602  -1.065432  0.539333
P  3.018646  0.053135  -0.800068
S  1.968596  -2.596444  -0.343644
S  2.846052  1.926347  0.063838
H  -3.212363  1.145153  0.686068
H  -3.359759  0.590323  -1.739135
H  -1.248617  0.419432  1.887218
H  -1.610992  -0.328443  -2.879691
H  1.321262  0.606504  1.528291
H  0.689407  -1.062939  2.002640
H  3.071213  -1.017840  1.287342
H  0.510784  -0.486858  -1.616032
H  3.522780  2.785410  -0.784456

Forces on atoms 1 to 3 (eV/Å):
C -2.2 -0.4 0.2
C 1.0 -0.4 0.0
C 1.1 -0.5 1.5


A 6-piece molecular cluster, C37H63BF5IO17P overall. Source: OMol25; level of theory: ωB97M-V/def2-TZVPD.

Results
Orbital gap = 7.51 eV
E_HOMO = -5.579 eV
F_max = 0.0693 Eh/bohr
Spin multiplicity = 1
Net charge = -1
DFT total energy = -3890.01130 Eh

Cartesian coordinates (Å):
O  5.222418  1.837768  2.783493
C  5.436840  1.977542  1.594345
O  4.983318  1.160807  0.618443
B  3.526980  1.224469  0.369455
O  3.024952  2.317001  -0.484283
C  1.621153  2.311795  -0.286800
P  1.066325  1.026682  -1.545415
O  0.891847  -0.333806  -1.044661
O  2.229581  0.969034  -2.677340
O  -0.257660  1.585914  -2.340827
C  1.589511  1.958038  1.251004
I  2.379841  3.953126  2.086047
C  0.208081  1.781132  2.016045
F  0.144649  0.527979  2.540809
F  0.105741  2.662472  3.038958
C  -1.014347  1.975406  1.147498
C  -1.523997  0.976488  0.352836
C  -2.653888  1.139055  -0.405448
C  -3.333388  2.334698  -0.392497
C  -2.823553  3.349350  0.396767
C  -3.595724  4.651773  0.411992
F  -2.839508  5.737046  0.575042
F  -4.445626  4.605828  1.487522
F  -4.393614  4.778656  -0.661427
C  -1.693617  3.177932  1.151338
O  2.572784  1.120496  1.540711
C  6.310969  3.123685  1.096941
C  5.835506  4.091660  0.236121
C  6.667528  5.091135  -0.211489
C  7.978049  5.131301  0.215044
C  8.476015  4.165995  1.058501
C  7.624487  3.173252  1.496764
H  3.323779  0.163808  -0.201517
H  1.227096  3.297618  -0.568437
H  2.337572  1.880043  -2.993588
H  -0.225947  2.549422  -2.229954
H  -0.995106  0.025574  0.335824
H  -3.053014  0.324368  -1.003502
H  -4.242722  2.466147  -0.967593
H  -1.387310  4.022765  1.764290
H  4.801155  4.022235  -0.095027
H  6.256479  5.823381  -0.900971
H  8.603813  5.949990  -0.136809
H  9.513971  4.199084  1.374581
H  8.037113  2.414623  2.159614
C  5.895552  -2.412291  0.201666
O  6.508996  -2.608150  -1.067134
C  6.738917  -3.969807  -1.367249
C  5.675395  -4.509326  -2.303119
O  4.400010  -4.540102  -1.680420
C  3.570749  -3.443940  -2.058503
H  5.518740  -1.391035  0.238137
H  5.062993  -3.101359  0.356148
H  6.636813  -2.545937  0.997832
H  6.790877  -4.569019  -0.451962
H  7.711802  -4.031667  -1.868564
H  5.925562  -5.545328  -2.563722
H  5.641106  -3.927987  -3.229666
H  3.167275  -3.607762  -3.063727
H  4.109018  -2.495628  -2.025683
H  2.742426  -3.392458  -1.354114
C  -7.990634  0.832210  -3.869168
O  -7.223590  0.007294  -4.730930
C  -5.867499  0.420516  -4.831292
C  -4.958022  -0.424038  -3.963104
O  -5.230964  -0.235152  -2.580671
C  -6.014233  -1.280964  -2.028709
H  -8.919922  0.309373  -3.646777
H  -7.466658  1.034982  -2.932699
H  -8.228290  1.777935  -4.367465
H  -5.767363  1.480632  -4.578998
H  -5.569982  0.291512  -5.876493
H  -3.923199  -0.107940  -4.127798
H  -5.032892  -1.481892  -4.230946
H  -5.395114  -2.168158  -1.862434
H  -6.861784  -1.535527  -2.669130
H  -6.396503  -0.938175  -1.067393
C  -1.216461  -1.929815  7.763804
O  -1.601372  -1.160417  6.640586
C  -1.330707  0.227148  6.800237
C  -0.065301  0.641366  6.077558
O  1.084809  0.040944  6.658238
C  1.548159  -1.079936  5.919656
H  -1.212754  -2.977712  7.465366
H  -0.218103  -1.659112  8.114874
H  -1.939591  -1.796715  8.577159
H  -1.273137  0.488713  7.861945
H  -2.175502  0.768417  6.362688
H  0.057087  1.724254  6.179399
H  -0.126863  0.410156  5.011991
H  2.079923  -0.747258  5.023641
H  0.730293  -1.747371  5.637495
H  2.242984  -1.631241  6.553869
C  3.240383  -11.256855  -3.121955
O  3.641879  -10.672114  -1.896001
C  5.040420  -10.432473  -1.827327
C  5.375703  -8.980969  -2.104061
O  5.072983  -8.619974  -3.444211
C  3.847175  -7.909846  -3.556697
H  2.157486  -11.166063  -3.195949
H  3.696359  -10.753379  -3.977280
H  3.507598  -12.319497  -3.136974
H  5.579168  -11.091425  -2.515677
H  5.356665  -10.675690  -0.808075
H  6.453558  -8.839598  -1.973166
H  4.861828  -8.320117  -1.399892
H  3.981129  -6.875129  -3.227026
H  3.047727  -8.380328  -2.980173
H  3.557156  -7.905565  -4.607563
C  -9.250599  4.753934  0.752754
O  -9.269507  5.396926  -0.511225
C  -9.623909  6.769397  -0.431496
C  -8.404721  7.666533  -0.502112
O  -7.569746  7.503317  0.632769
C  -6.443421  6.673767  0.375421
H  -8.728849  3.805160  0.636558
H  -8.729772  5.353376  1.502109
H  -10.274516  4.555654  1.088328
H  -10.197811  6.968980  0.478814
H  -10.266939  6.984105  -1.291369
H  -8.736529  8.710380  -0.504675
H  -7.844224  7.488986  -1.425057
H  -5.689985  7.228517  -0.192967
H  -6.721940  5.768125  -0.164994
H  -6.016322  6.386864  1.332344

Forces on atoms 1 to 3 (eV/Å):
O 0.3 -0.1 -1.2
C 0.2 0.3 0.6
O -0.5 1.7 1.2


An isolated molecule of C4H5NO2. Source: OMol25; level of theory: ωB97M-V/def2-TZVPD.

Results
Orbital gap = 9.50 eV
E_HOMO = -8.707 eV
SMILES = Cc1coc(O)n1
F_max = 0.0152 Eh/bohr
Spin multiplicity = 1
DFT total energy = -360.63610 Eh

Cartesian coordinates (Å):
C  -1.863893  0.416117  0.203575
C  -0.426810  0.159835  -0.076194
C  -0.072809  -1.107170  -0.356869
O  1.295441  -1.204474  -0.265043
C  1.656035  0.047320  -0.006100
O  2.960860  0.223303  0.131940
N  0.717763  0.934783  0.096938
H  -2.065473  0.583145  1.266176
H  -2.361604  1.193899  -0.374322
H  -2.275715  -0.576909  -0.002358
H  -0.624015  -1.859310  -0.890734
H  3.060803  1.174376  0.267130

Forces on atoms 1 to 3 (eV/Å):
C -0.2 0.0 0.0
C -0.2 -0.5 0.1
C -0.1 0.1 -0.3


C6H18AlO3 as an isolated structure. Source: OMol25; level of theory: ωB97M-V/def2-TZVPD.

Results
Orbital gap = 2.59 eV
E_HOMO = -20.778 eV
F_max = 0.0347 Eh/bohr
Spin multiplicity = 1
Net charge = +3
DFT total energy = -706.10788 Eh

Cartesian coordinates (Å):
Al  18.991163  20.364910  16.557589
C  15.888906  17.844220  13.576970
C  17.299196  18.505054  13.569037
O  17.300340  19.708297  14.302505
H  15.840950  16.936686  12.974266
H  15.160848  18.544181  13.159985
H  15.563133  17.613872  14.595547
H  17.416453  18.757637  12.499004
H  18.078543  17.822253  13.899608
H  16.819405  20.348656  13.731615
C  18.688970  17.004243  19.196864
C  17.449073  17.850417  18.788787
O  17.423715  18.023454  17.365924
H  18.697366  16.956613  20.287849
H  19.621590  17.452176  18.836520
H  18.638334  16.002773  18.768776
H  17.400205  18.852970  19.198464
H  16.588987  17.205039  19.046293
H  17.335135  17.120874  16.990832
C  22.503802  18.954743  19.478539
C  22.684132  20.008700  18.331698
O  21.808289  19.696210  17.260660
H  21.463140  18.659357  19.602959
H  22.903211  19.361197  20.407483
H  23.030259  18.056087  19.137687
H  23.732003  20.000060  18.031640
H  22.407303  20.989083  18.737097
H  22.302817  19.037179  16.725352

Forces on atoms 1 to 3 (eV/Å):
Al -0.1 -0.2 -0.4
C -1.7 0.1 0.4
C 0.8 0.2 -0.8